A gas-phase ion, C4H9N2 (charge +1) at a distorted geometry, computed with wB97M-V/def2-TZVPD.

Structure (XYZ):
```
15
C4H9N2 | OMol25 | wB97M-V/def2-TZVPD
N -1.001 1.224 -0.048
C -0.794 -0.032 0.602
C 0.819 -0.009 1.040
N 1.064 -1.184 0.170
C 0.919 -0.788 -1.206
C -0.272 -1.202 -0.339
H -0.785 2.118 0.619
H -1.994 1.265 -0.321
H -0.269 1.392 -0.771
H -1.585 -0.255 1.282
H 1.266 1.011 0.853
H 1.092 -0.143 2.176
H 1.198 -1.564 -1.896
H 1.065 0.229 -1.636
H -0.724 -2.062 -0.524
```

- multiplicity = 1
- charge = +1
- SMILES = [NH3+][C@@H]1CN2C[C@H]12
- HOMO-LUMO gap (eV) = 9.6
- lowest unoccupied orbital energy (Eh) = -0.1485
- calculated total energy (eV) = -7263.7959

***

3 unconnected molecules or ions with the total composition C13H23N6Si at a distorted geometry, computed with wB97M-V/def2-TZVPD.

Structure (XYZ):
```
43
C13H23N6Si | OMol25 | wB97M-V/def2-TZVPD
C 0.059 2.098 2.274
Si -0.198 2.625 0.477
C 0.703 4.240 0.161
C 0.391 1.300 -0.723
C -2.093 2.755 0.189
N -2.976 3.501 0.830
C -4.174 3.219 0.286
N -5.313 3.782 0.683
N -4.034 2.293 -0.674
N -2.702 2.018 -0.750
H 0.676 1.208 2.249
H -0.877 1.916 2.786
H 0.549 2.922 2.777
H 1.106 4.596 1.098
H 0.090 5.031 -0.259
H 1.508 4.058 -0.541
H -0.205 0.403 -0.574
H 1.423 1.085 -0.472
H 0.331 1.611 -1.760
H -6.162 3.775 0.150
H -5.317 4.261 1.565
H -4.772 1.880 -1.220
H -2.292 1.364 -1.395
N 1.339 -1.670 2.507
C 1.438 -2.335 1.313
C 2.749 -2.674 1.129
C 3.472 -2.202 2.259
C 2.576 -1.585 3.091
H 0.491 -1.302 2.893
H 0.569 -2.508 0.702
H 3.147 -3.205 0.280
H 4.529 -2.303 2.438
H 2.711 -1.097 4.041
N 1.484 -4.724 -3.664
C 1.945 -3.479 -3.338
C 1.273 -3.064 -2.219
C 0.371 -4.103 -1.858
C 0.526 -5.112 -2.770
H 1.802 -5.272 -4.442
H 2.710 -3.000 -3.924
H 1.417 -2.124 -1.713
H -0.310 -4.113 -1.023
H 0.043 -6.070 -2.856
```

- multiplicity = 1
- charge = +1
- HOMO-LUMO gap (eV) = 7.1
- lowest unoccupied orbital energy (Eh) = -0.1086
- calculated total energy (eV) = -30666.5605

***

A molecular structure, C2F3GdNO3S at a distorted geometry, computed with wB97M-V/def2-TZVPD.

Structure (XYZ):
```
11
C2F3GdNO3S | OMol25 | wB97M-V/def2-TZVPD
N -1.727 -0.645 -0.112
S -0.377 -1.110 0.467
C -0.186 0.004 2.004
F -0.371 1.264 1.669
F 1.028 -0.155 2.488
F -1.081 -0.366 2.893
O 2.422 0.532 -2.251
C 1.283 0.336 -2.076
O 0.183 0.556 -2.530
O 0.939 -0.735 -0.296
Gd -2.113 0.320 -2.256
```

- multiplicity = 9
- charge = +2
- HOMO-LUMO gap (alpha / beta) (eV) = 7.8 / 6.3
- lowest unoccupied orbital energy (alpha / beta) (Eh) = -0.3943 / -0.4752
- calculated total energy (eV) = -49506.5902

***

A molecular structure, C18H17N9O at a distorted geometry, computed with wB97M-V/def2-TZVPD.

Structure (XYZ):
```
45
C18H17N9O | OMol25 | wB97M-V/def2-TZVPD
C 1.661 4.837 2.899
C 1.283 3.370 2.506
C 2.024 2.462 1.722
C 1.630 1.341 1.446
C 0.607 0.956 1.940
C -0.393 1.800 2.851
C -0.022 3.158 3.134
H -0.391 3.564 3.822
C -1.604 1.211 3.456
H -1.524 0.511 4.130
H -2.330 1.948 3.938
H -2.190 0.699 2.751
N 0.176 -0.344 1.586
C -0.345 -1.485 2.595
O -0.132 -1.340 3.784
C -0.783 -2.678 1.957
N -0.987 -2.582 0.418
N -2.219 -2.323 0.057
N -2.019 -2.468 -1.232
C -0.872 -2.539 -1.458
N 0.031 -2.809 -0.352
C -0.357 -2.420 -2.708
C 0.108 -3.644 -3.504
C 0.493 -3.393 -4.796
C 0.950 -2.380 -5.319
C 0.398 -1.121 -4.782
C -0.024 -1.053 -3.542
N -0.438 -0.214 -2.618
C -1.066 1.220 -3.031
N -1.183 1.902 -2.066
N -0.643 1.064 -0.929
N -0.114 0.036 -1.331
H -1.294 1.319 -4.070
H 0.557 0.034 -5.215
H 1.153 -2.006 -6.458
H 0.868 -4.483 -5.342
H 0.269 -4.615 -3.114
H -0.101 -3.407 2.059
H -1.580 -3.164 2.504
H -0.009 -0.651 0.863
H 2.043 0.773 0.735
H 2.724 3.078 1.512
H 1.403 5.622 2.221
H 1.352 5.330 3.854
H 2.892 4.883 3.125
```

- multiplicity = 1
- HOMO-LUMO gap (eV) = 7.6
- lowest unoccupied orbital energy (Eh) = -0.0045
- calculated total energy (eV) = -34379.5829

***

A molecular structure, C5H6Cl2InO3PmS at a distorted geometry, computed with wB97M-V/def2-TZVPD.

Structure (XYZ):
```
19
C5H6Cl2InO3PmS | OMol25 | wB97M-V/def2-TZVPD
In 0.658 -1.227 -3.855
Pm -0.325 0.005 -0.038
Cl -1.210 0.523 -2.447
Cl 2.046 0.083 -0.927
C -0.756 -1.990 1.410
C 0.461 -0.087 -6.009
C 0.550 -2.985 -6.219
O -0.835 -2.824 2.208
O -0.307 0.225 -6.807
O 0.593 -3.249 -7.332
C 0.956 2.054 2.841
S 0.381 0.327 2.744
C -1.136 0.460 3.797
H 1.805 2.142 2.145
H 1.322 2.275 3.858
H 0.115 2.711 2.577
H -0.840 0.592 4.850
H -1.661 1.365 3.496
H -1.814 -0.398 3.708
```

- multiplicity = 5
- charge = +4
- HOMO-LUMO gap (alpha / beta) (eV) = 2.7 / 2.6
- lowest unoccupied orbital energy (alpha / beta) (Eh) = -0.7499 / -0.7514
- calculated total energy (eV) = -68982.5524

***

Question: Number 2 is which compound?
Answer: C13H23N6Si